A structure of composition C46H74N4O5PS2W at a distorted geometry, computed with ωB97M-V with the def2-TZVPD basis set.

```
133
Properties=species:S:1:pos:R:3:lowdin_spin:R:1
W 0.0239 0.5601 -0.5086 0.8598
C 3.5135 -1.1612 1.1969 0.0011
N 2.6912 -1.4607 0.0263 0.0197
C 3.5756 -1.6301 -1.1264 0.0017
C 1.9517 -2.6908 0.2607 0.0003
C 0.6419 -2.4282 0.9690 0.0078
N -0.3969 -1.6919 0.1798 0.0124
C -0.8217 -2.5102 -1.0024 0.0020
C 0.0379 -2.5645 -2.2400 -0.0011
C 0.1804 -3.7669 -2.9117 0.0002
C 0.8099 -3.8243 -4.1539 -0.0014
C 1.1613 -2.6159 -4.7525 0.0000
C 1.0221 -1.3752 -4.1291 -0.0014
C 0.5454 -1.4138 -2.8243 -0.0010
O 0.5657 -0.3014 -2.0152 0.0002
C 1.3115 -0.0632 -4.8607 -0.0001
C 0.0286 0.7843 -4.8688 -0.0003
C 2.4402 0.7065 -4.1652 0.0000
C 1.7188 -0.3019 -6.3158 0.0000
C 1.1485 -5.1706 -4.7862 -0.0002
C 1.4824 -5.0467 -6.2738 0.0000
C 2.3828 -5.7149 -4.0462 -0.0001
C -0.0097 -6.1644 -4.6257 -0.0001
C -1.6055 -1.6847 1.0673 0.0011
C -1.5303 -0.8737 2.3289 -0.0023
C -1.8448 -1.4570 3.5495 0.0003
C -2.0402 -0.6716 4.6786 -0.0028
C -2.0983 0.7093 4.4844 0.0005
C -1.8337 1.3422 3.2730 -0.0024
C -1.3897 0.4994 2.2526 -0.0001
O -0.7862 0.9616 1.0942 -0.0116
C -2.2212 2.8093 3.0561 -0.0002
C -2.7817 3.4562 4.3237 0.0000
C -3.3452 2.8070 2.0068 -0.0002
C -1.0553 3.6671 2.5634 -0.0003
C -2.2787 -1.2551 6.0688 -0.0003
C -3.7117 -0.9307 6.5144 -0.0002
C -1.2776 -0.6228 7.0467 -0.0002
C -2.0861 -2.7712 6.0887 0.0000
H 4.3007 -1.9165 1.3289 0.0007
H 2.9051 -1.1368 2.0979 0.0000
H 3.9897 -0.1857 1.0900 0.0002
H 4.3381 -2.3995 -0.9413 0.0009
H 4.0844 -0.6908 -1.3390 0.0002
H 3.0010 -1.9206 -2.0068 0.0001
H 2.5276 -3.3983 0.8754 0.0006
H 1.7724 -3.1799 -0.6952 0.0000
H 0.8107 -1.8493 1.8797 0.0004
H 0.2105 -3.3933 1.2583 0.0009
H -1.7904 -2.1057 -1.3109 0.0003
H -1.0005 -3.5314 -0.6540 -0.0001
H -0.2126 -4.6673 -2.4555 0.0000
H 1.5635 -2.6360 -5.7522 0.0000
H -0.2890 1.0640 -3.8641 -0.0001
H -0.7879 0.2377 -5.3450 0.0000
H 0.1985 1.7048 -5.4311 0.0000
H 2.1627 0.9761 -3.1468 0.0001
H 2.6483 1.6276 -4.7140 0.0000
H 3.3561 0.1114 -4.1383 0.0000
H 0.9390 -0.8252 -6.8712 0.0000
H 2.6470 -0.8704 -6.3944 0.0000
H 1.8803 0.6615 -6.8004 0.0000
H 2.3812 -4.4528 -6.4469 0.0000
H 0.6550 -4.6073 -6.8351 0.0000
H 1.6700 -6.0395 -6.6826 0.0000
H 3.2303 -5.0338 -4.1480 0.0000
H 2.6713 -6.6823 -4.4606 0.0000
H 2.1746 -5.8484 -2.9825 0.0000
H -0.9424 -5.7514 -5.0146 0.0000
H -0.1653 -6.4550 -3.5861 0.0000
H 0.2124 -7.0748 -5.1826 0.0000
H -1.8318 -2.7198 1.3363 -0.0002
H -2.4419 -1.3135 0.4758 -0.0001
H -1.9472 -2.5336 3.5989 0.0000
H -2.3862 1.3270 5.3219 0.0001
H -3.6397 2.9093 4.7148 0.0000
H -3.1226 4.4638 4.0819 0.0000
H -2.0275 3.5393 5.1087 0.0000
H -4.2319 2.3031 2.3945 0.0000
H -3.0391 2.2818 1.0998 0.0001
H -3.6139 3.8290 1.7364 0.0000
H -0.2291 3.6410 3.2759 0.0000
H -1.3856 4.7031 2.4541 0.0000
H -0.6994 3.3316 1.5893 -0.0001
H -3.8755 0.1452 6.5934 0.0000
H -3.9077 -1.3715 7.4929 0.0000
H -4.4387 -1.3342 5.8074 0.0000
H -1.4098 0.4572 7.1221 0.0000
H -0.2500 -0.8167 6.7291 0.0000
H -1.4113 -1.0460 8.0430 0.0000
H -2.8422 -3.2845 5.4913 0.0000
H -2.1788 -3.1349 7.1121 0.0000
H -1.0966 -3.0571 5.7236 0.0000
C 4.1418 2.0857 -1.0715 0.0005
C 3.0450 2.0131 -0.0465 0.0094
O 2.0686 1.2456 -0.1908 0.0301
N 3.1635 2.7888 1.0163 0.0148
C 2.1412 2.9280 2.0502 0.0011
C 2.2294 1.9336 3.1829 0.0008
C 3.0863 2.1437 4.2553 0.0001
C 3.1074 1.2164 5.2851 0.0000
C 2.2337 0.1407 5.2242 0.0000
C 1.4013 0.0286 4.1214 0.0000
N 1.4116 0.8848 3.1014 0.0004
H 3.7855 1.7056 -2.0229 0.0000
H 4.9925 1.4832 -0.7482 0.0001
H 4.4848 3.1119 -1.1998 0.0003
H 3.9833 3.3725 1.0715 0.0005
H 1.1774 2.8076 1.5698 0.0002
H 2.2262 3.9406 2.4426 0.0001
H 3.7227 3.0198 4.2854 0.0000
H 3.7779 1.3402 6.1250 0.0000
H 2.2036 -0.6028 6.0087 0.0000
H 0.6753 -0.7784 4.0621 0.0000
C -2.7754 6.4353 -0.9483 0.0002
C -1.7209 5.3631 -0.9703 0.0003
O -2.3841 4.0627 -0.7198 0.0016
P -1.9751 2.7752 -1.4697 0.0144
S -2.1927 0.6617 -1.4637 0.0314
S 0.0727 2.7746 -1.4896 0.0012
O -2.3588 3.0294 -2.9780 0.0073
C -3.7586 3.0887 -3.4211 0.0006
C -3.8559 2.4028 -4.7571 0.0000
H -2.2825 7.4079 -0.9560 0.0000
H -3.3831 6.3617 -0.0476 0.0000
H -3.4269 6.3704 -1.8183 0.0000
H -0.9863 5.4906 -0.1785 0.0000
H -1.2015 5.3249 -1.9268 -0.0001
H -4.0300 4.1411 -3.4821 0.0003
H -4.3985 2.6071 -2.6769 -0.0001
H -3.1927 2.8799 -5.4777 0.0000
H -4.8788 2.4727 -5.1270 0.0000
H -3.5844 1.3511 -4.6710 0.0000
```

⟨S²⟩ ... 0.76
Charge ... +2
HOMO energy (spin up / spin down) ... -0.4746 / -0.4764 Eh
Gap between HOMO and LUMO (spin up / spin down) ... 6.948 / 6.481 eV
Multiplicity ... 2